--- 1 ---
14
Properties=species:S:1:pos:R:3:nbo_charge:R:1 method="wB97M-V/def2-TZVPD" e_homo_ev=-7.1221 orbital_gap_ev=7.509
H -2.62 0.62 -1.65 0.24
H 1.52 0.91 1.82 0.38
H -1.29 2.29 -0.14 0.22
C -1.06 1.24 -0.25 -0.24
C -0.94 -2.11 -0.71 -0.11
C -0.12 0.65 0.62 0.13
H 1.52 1.91 0.42 0.38
H 1.89 -0.94 0.73 0.38
N 1.28 -1.58 0.25 -0.77
N 1.04 1.20 0.98 -0.80
H 1.47 -2.57 0.33 0.40
C 0.05 -1.19 -0.14 0.10
C -1.08 -0.84 -1.09 0.02
C -1.68 0.42 -1.17 -0.34



--- 2 ---
14
Properties=species:S:1:pos:R:3:nbo_charge:R:1 method="wB97M-V/def2-TZVPD" smiles=N#CC1(C#N)CCC1 e_homo_ev=-10.9185 orbital_gap_ev=11.318
N -0.04 2.43 -0.22 -0.28
H -2.90 -1.40 0.37 0.24
C -0.78 -0.96 -1.02 -0.33
H -2.37 0.32 -0.24 0.22
C 0.33 1.28 -0.18 0.28
C 0.10 -0.10 -0.03 -0.26
H -0.30 -0.84 1.67 0.23
H -0.70 -0.72 -2.04 0.23
H -1.06 0.47 1.77 0.25
C -2.01 -0.65 0.10 -0.39
C 1.52 -0.62 0.22 0.26
N 2.71 -0.74 0.09 -0.27
C -0.99 -0.21 0.97 -0.40
H -0.39 -2.06 -0.89 0.23



The data favor 2; the next most stable structure lies 45.6 kcal/mol above it.



--- 1 ---
63
Properties=species:S:1:pos:R:3:nbo_charge:R:1 method="wB97M-V/def2-TZVPD" smiles="COc1ccc(OCC(=O)Nc2ccc(N3CCN(C(=O)c4ccccc4C)CC3)cc2)cc1" e_homo_ev=-7.4145 orbital_gap_ev=7.995
C -0.88 6.93 2.38 -0.26
C -1.15 -6.24 -3.23 0.10
C 0.10 -0.08 2.08 -0.29
O 2.19 5.37 3.50 -0.51
C 3.32 3.59 2.20 0.65
H -1.24 -2.53 -1.49 0.19
H 0.31 -7.79 -3.37 0.22
H -3.99 -4.06 -4.71 0.22
C 0.37 6.31 0.43 -0.30
C 0.60 1.12 2.55 -0.20
H 3.90 5.66 2.36 0.21
C 1.80 1.63 2.07 0.10
C 1.37 5.80 1.23 -0.29
C -0.77 -2.72 1.34 -0.22
H -1.69 6.38 -1.51 0.17
H -1.76 7.37 2.81 0.23
H -0.89 7.98 -1.49 0.18
C 3.42 4.91 2.99 -0.16
N -0.96 -4.34 -0.46 -0.44
C -1.43 -6.25 -4.59 -0.24
H -0.62 -2.63 2.42 0.22
C -1.68 -5.39 -0.92 0.68
H 1.66 3.26 3.28 0.41
H -2.67 7.87 -1.46 0.20
C -0.74 -4.19 0.96 -0.23
H -0.84 -6.89 -5.23 0.21
C 0.72 -2.59 -0.60 -0.22
C 1.26 5.86 2.61 0.26
H 1.53 -3.31 -0.47 0.18
N 2.25 2.85 2.57 -0.59
H -0.43 -7.62 -1.77 0.24
C -1.92 -5.40 -2.40 -0.17
N 0.30 -2.02 0.66 -0.45
H 2.59 -0.86 -0.06 0.21
O 4.15 3.29 1.36 -0.62
H -1.52 -4.75 1.48 0.25
H -0.85 -0.42 2.46 0.21
C -0.06 -7.08 -2.64 -0.66
H 4.05 4.73 3.86 0.22
C -2.44 -5.47 -5.12 -0.20
H -1.75 -2.30 1.09 0.18
H 0.04 1.68 3.29 0.21
H 0.04 6.46 4.25 0.22
H 1.08 -1.79 -1.25 0.22
C -0.46 -3.27 -1.30 -0.22
C -3.19 -4.66 -4.30 -0.22
O -1.81 7.41 0.29 -0.51
C -0.77 6.88 0.99 0.35
C 2.00 -0.31 0.66 -0.27
C -2.93 -4.63 -2.94 -0.18
H -3.53 -4.00 -2.29 0.21
H 0.77 -6.45 -2.31 0.21
C 0.79 -0.82 1.12 0.26
H 0.23 -4.63 1.24 0.20
H -2.63 -5.50 -6.18 0.21
H 2.24 5.36 0.76 0.23
H 3.44 1.27 0.74 0.25
C -1.74 7.40 -1.12 -0.25
H 0.49 6.26 -0.64 0.22
C 2.50 0.90 1.11 -0.22
H -0.14 -3.68 -2.26 0.23
O -2.11 -6.26 -0.18 -0.62
C 0.12 6.42 3.18 -0.23



--- 2 ---
63
Properties=species:S:1:pos:R:3:nbo_charge:R:1 method="wB97M-V/def2-TZVPD" smiles="C#Cc1ccc([C@@H]2C=C(C(=O)NCc3nc4ccccc4[nH]3)O[C@H](OCC)[C@H]2CCCO)cc1" e_homo_ev=-8.2258 orbital_gap_ev=8.713
H -1.65 -1.24 0.03 0.41
C -2.24 -5.75 0.63 0.07
C -1.27 2.79 1.47 -0.06
O 0.97 -1.91 1.36 -0.76
H 0.59 1.10 1.78 0.17
H 0.66 -5.25 2.38 0.21
C -2.09 -3.87 -0.38 0.37
H -2.40 0.97 1.14 0.21
H -0.01 -7.48 3.23 0.21
H 2.41 2.38 0.62 0.23
O -0.19 0.33 0.12 -0.57
C -1.06 -5.13 1.09 0.16
C -0.31 5.12 -2.16 -0.18
H 2.64 -2.34 2.41 0.18
H -3.47 -2.54 -1.26 0.23
H -1.45 3.87 1.44 0.20
H 2.42 0.16 2.28 0.20
O -0.94 -1.07 -3.04 -0.61
C -0.04 8.65 -2.02 -0.21
C 2.92 -0.40 1.49 -0.44
C 1.68 1.97 -1.40 -0.28
C -0.95 -0.82 -1.85 0.63
C 0.25 7.49 -1.92 -0.01
N -1.65 -1.54 -0.94 -0.61
C -2.61 -7.00 1.10 -0.19
C -2.39 -2.72 -1.28 -0.27
H -3.51 -7.48 0.75 0.22
C -0.12 0.27 -1.26 0.18
C 1.28 3.42 -1.55 0.01
H -0.30 9.66 -2.11 0.23
C -2.52 2.05 1.02 -0.64
H 2.84 -2.39 0.64 0.16
O -0.15 2.61 0.63 -0.54
H 3.17 4.15 -0.84 0.21
C 0.52 1.40 0.72 0.38
N -2.85 -4.92 -0.28 -0.47
H 2.33 -0.43 -0.59 0.21
H 2.63 1.84 -1.93 0.24
H -2.12 -2.97 -2.31 0.26
H 0.66 -1.14 0.85 0.49
H -1.01 2.50 2.50 0.17
H -2.72 2.26 -0.03 0.22
H -2.05 -8.57 2.43 0.21
H -3.37 2.37 1.61 0.22
H 3.74 0.56 -0.26 0.22
H 3.98 -0.45 1.75 0.22
H -1.28 5.40 -2.54 0.22
C -0.62 -6.98 2.49 -0.22
H 2.56 6.52 -1.05 0.22
C 1.90 1.57 0.08 -0.25
H 0.67 0.89 -3.07 0.25
C 0.60 6.12 -1.80 -0.15
N -0.99 -3.93 0.43 -0.57
C 2.38 -1.83 1.47 -0.05
C 2.76 0.29 0.12 -0.41
H -0.68 3.03 -2.32 0.21
H -0.27 -3.23 0.58 0.45
C -0.24 -5.73 2.03 -0.26
C 0.03 3.79 -2.04 -0.15
C 1.85 5.75 -1.32 -0.16
C 0.69 1.02 -2.00 -0.19
C 2.19 4.42 -1.21 -0.21
C -1.79 -7.60 2.04 -0.23



The data favor 1; the next most stable structure lies 28.6 kcal/mol above it.



--- 1 ---
15
Properties=species:S:1:pos:R:3:nbo_charge:R:1 method="wB97M-V/def2-TZVPD" e_homo_ev="-13.8418 / -13.0605" total_charge=+1 orbital_gap_ev="9.376 / 8.264"
H 0.87 0.62 1.24 0.19
H -0.03 0.04 -1.38 0.45
H 0.62 -1.93 -0.04 0.24
O 3.80 0.54 -0.23 -0.09
H -1.08 -2.14 -0.15 0.26
H -2.39 0.22 -0.59 0.24
N -0.30 -0.04 -0.31 -0.39
N 2.90 -0.13 -0.49 0.28
H -0.53 -1.24 1.12 0.21
H 0.58 1.86 -0.23 0.21
H -1.64 1.66 -0.22 0.25
H -1.79 0.46 0.99 0.23
C -0.26 -1.44 0.12 -0.42
C -1.55 0.66 0.00 -0.42
C 0.80 0.86 0.17 -0.24



--- 2 ---
15
Properties=species:S:1:pos:R:3:nbo_charge:R:1 method="wB97M-V/def2-TZVPD" smiles="C[C@@H]([NH3+])C(N)=O" e_homo_ev=-14.8010 total_charge=+1 orbital_gap_ev=11.219
H 0.92 1.45 -0.77 0.47
H -1.18 -0.27 -1.84 0.26
C 0.48 -0.52 -0.36 -0.14
N 1.40 0.52 -0.87 -0.69
N -0.57 -0.41 1.89 -0.79
H 2.26 0.83 -0.41 0.46
O -0.84 1.27 0.42 -0.60
H 1.07 -1.29 0.14 0.24
H -1.09 0.14 2.55 0.42
H 0.31 -1.05 -2.45 0.22
H -0.70 -2.00 -1.39 0.26
H -0.19 -1.20 2.38 0.43
C -0.38 -0.97 -1.59 -0.62
H 1.49 0.56 -1.89 0.45
C -0.40 0.17 0.69 0.65



--- 3 ---
15
Properties=species:S:1:pos:R:3:nbo_charge:R:1 method="wB97M-V/def2-TZVPD" e_homo_ev=-14.2373 total_charge=+1 orbital_gap_ev=10.644
H 1.41 -1.59 -1.45 0.44
H -3.27 0.03 -0.43 0.20
C 1.48 -0.40 0.31 0.40
H 1.33 -0.59 1.45 0.24
H 2.51 1.24 0.87 0.43
C -1.33 0.77 -0.21 -0.12
H -0.67 1.43 0.28 0.18
H -1.36 1.13 -1.37 0.18
H -2.72 0.22 1.39 0.20
N 2.16 0.70 0.09 -0.73
H 0.41 -2.03 -0.16 0.46
C -2.49 0.14 0.35 -0.10
O -1.34 -0.59 0.07 -0.54
N 1.15 -1.38 -0.43 -0.70
H 2.74 0.91 -0.75 0.43



The data favor 2; the next most stable structure lies 46.9 kcal/mol above it.



--- 1 ---
20
Properties=species:S:1:pos:R:3:nbo_charge:R:1 method="wB97M-V/def2-TZVPD" smiles=CPC(C)(C)CO e_homo_ev=-8.9102 orbital_gap_ev=9.729
H -2.39 0.40 -0.07 0.22
H 0.34 -2.15 1.72 0.46
H -2.02 -0.75 1.51 0.18
C 0.07 -1.32 -0.85 -0.65
P 1.44 0.52 0.70 0.47
H -1.27 0.72 -1.51 0.21
H 0.06 -0.94 -1.90 0.22
H -0.72 -2.07 -0.93 0.23
H 2.42 0.79 -1.67 0.24
H 1.06 1.73 1.47 -0.04
C -0.93 -0.77 1.50 -0.06
O -0.59 -2.11 1.74 -0.71
C 1.84 1.48 -0.92 -0.91
H 0.74 1.91 -1.21 0.22
C -1.33 0.71 -0.38 -0.64
C -0.33 -0.24 0.17 -0.27
H -0.54 -0.09 2.34 0.16
H -1.17 1.74 -0.31 0.22
H 0.93 -1.92 -0.74 0.22
H 2.39 2.34 -0.65 0.23



--- 2 ---
20
Properties=species:S:1:pos:R:3:nbo_charge:R:1 method="wB97M-V/def2-TZVPD" smiles="CPC(C)C.C=O" e_homo_ev=-8.9319 orbital_gap_ev=9.580
H -2.71 -1.72 -0.47 0.12
H 2.33 0.35 1.09 0.20
H -1.22 1.52 1.38 0.23
C -2.64 -2.69 -0.94 0.27
H 0.16 2.47 -1.37 0.22
C -1.05 0.45 1.54 -0.90
H -0.08 -1.64 0.81 -0.03
H -1.59 -3.01 -0.94 0.10
H 0.30 2.48 0.32 0.21
C 1.03 0.54 -0.55 -0.47
P -0.42 -0.53 0.00 0.49
O -3.53 -3.32 -1.54 -0.50
H 3.19 0.81 -0.34 0.21
H 1.69 2.50 -0.79 0.21
C 0.77 2.06 -0.58 -0.61
C 2.41 0.22 0.03 -0.60
H -0.33 0.28 2.45 0.22
H 1.05 0.23 -1.60 0.21
H -1.95 -0.13 1.71 0.22
H 2.59 -0.85 -0.21 0.21



The data favor 1; the next most stable structure lies 6.7 kcal/mol above it.



--- 1 ---
14
Properties=species:S:1:pos:R:3:nbo_charge:R:1 method="wB97M-V/def2-TZVPD" e_homo_ev=-4.6917 total_charge=-1 orbital_gap_ev=7.431
H 0.51 2.44 -2.12 0.51
O -0.39 2.57 -2.38 -1.00
O -4.99 -4.54 2.22 -0.94
H 2.67 2.17 -1.79 0.44
O 1.44 1.42 0.89 -1.24
O 1.99 -1.06 0.83 -0.99
H 1.70 -0.15 0.89 0.51
H 1.50 2.33 1.18 0.44
H -0.99 2.16 -1.80 0.46
H 1.91 1.50 -0.51 0.51
O 1.89 1.54 -1.66 -1.07
H -4.60 -4.91 3.09 0.46
H 1.96 -1.05 -0.15 0.45
H -4.26 -3.98 1.95 0.47



--- 2 ---
14
Properties=species:S:1:pos:R:3:nbo_charge:R:1 method="wB97M-V/def2-TZVPD" e_homo_ev=-4.6769 total_charge=-1 orbital_gap_ev=8.880
O 2.48 -1.61 1.04 -0.97
H -3.15 0.10 -1.61 0.48
H -2.13 1.18 -1.70 0.49
H 1.17 1.10 0.73 0.53
H -0.42 -1.76 -0.20 0.45
O -0.70 -0.96 -0.54 -1.06
H 2.61 -0.67 1.20 0.49
H 1.96 -1.51 0.25 0.46
O 2.01 1.01 0.16 -1.03
O -3.03 0.91 -2.13 -0.97
H -0.82 -0.24 0.18 0.52
H 1.54 0.44 -0.51 0.47
O -0.63 0.81 1.14 -1.30
H -0.89 1.20 1.98 0.44



The data favor 2; the next most stable structure lies 10.1 kcal/mol above it.



--- 1 ---
15
Properties=species:S:1:pos:R:3:nbo_charge:R:1 method="wB97M-V/def2-TZVPD" e_homo_ev=-1.5884 total_charge=-1 orbital_gap_ev=5.989
O -0.38 1.25 0.64 -0.86
N 0.40 1.08 -0.52 -0.39
H 1.53 -0.30 1.54 0.21
H 2.06 0.39 -1.30 0.17
H 1.02 -1.40 0.27 0.21
N -1.83 -0.68 0.05 -0.63
H -1.38 0.01 0.65 0.40
H -0.19 0.44 -1.06 0.30
C 1.77 -0.62 0.61 -0.61
H -3.54 -1.01 -1.07 0.11
H 2.77 -1.27 0.76 0.15
H 2.54 1.42 0.07 0.13
C 1.76 0.55 -0.32 -0.22
H -3.52 0.53 -0.01 0.12
C -3.01 -0.39 -0.31 -0.10



--- 2 ---
15
Properties=species:S:1:pos:R:3:nbo_charge:R:1 method="wB97M-V/def2-TZVPD" e_homo_ev="-1.5523 / -3.1771" total_charge=-1 orbital_gap_ev="5.753 / 7.408"
H 1.47 -1.96 -0.69 0.18
C -0.89 -0.54 -1.06 -0.67
H -0.06 -0.03 -1.62 0.21
H -0.26 2.69 -0.49 0.27
H 0.03 2.83 0.97 0.29
N 0.45 2.63 0.14 -1.03
H 1.57 -1.40 0.98 0.20
H -1.16 -1.53 -1.39 0.19
H -1.70 0.11 -0.71 0.23
C -0.18 -0.76 0.26 -0.08
N -0.23 0.30 1.36 -0.03
O -1.39 0.73 1.67 -0.51
H 1.69 -0.22 -0.24 0.22
C 1.28 -1.11 0.02 -0.63
H -0.63 -1.73 0.79 0.14



The data favor 1; the next most stable structure lies 24.6 kcal/mol above it.